[1]
Here is a structure of composition C21H22ClCoF2N3O7 in a non-equilibrium geometry from OMol25. Energies are from the ωB97M-V functional and the def2-TZVPD basis.

The geometry in ORCA input format:
```
! RIJCOSX wB97M-V def2-TZVPD def2/J DEFGRID3
* xyz 0 4
Co -4.403 -16.463 0.527
C -6.053 -17.999 -1.750
O -4.784 -17.676 -1.082
C -3.666 -18.426 -1.582
C -2.788 -17.620 -2.643
O -1.899 -16.738 -1.968
C -0.736 -16.411 -2.822
H -6.227 -19.104 -1.767
H -5.975 -17.646 -2.762
H -6.883 -17.563 -1.185
H -3.892 -19.382 -2.083
H -2.932 -18.681 -0.772
H -3.641 -17.097 -3.194
H -2.235 -18.287 -3.304
H -0.467 -17.232 -3.429
H 0.084 -16.238 -2.060
H -0.944 -15.477 -3.387
F -4.481 -21.432 2.690
C -3.926 -20.189 2.626
C -4.503 -19.189 1.856
C -3.814 -18.014 1.701
C -2.463 -17.903 2.094
C -1.935 -18.873 2.899
F -0.680 -18.813 3.405
C -2.646 -20.062 3.145
C -1.735 -16.678 1.718
C -0.416 -16.379 1.977
C 0.161 -15.259 1.377
C -0.617 -14.412 0.654
C -2.001 -14.622 0.567
N -2.505 -15.790 1.003
H -5.527 -19.273 1.434
H -2.277 -20.865 3.732
H 0.173 -17.156 2.437
H 1.210 -15.054 1.512
H -0.179 -13.458 0.213
H -2.622 -13.858 0.106
O -7.253 -15.017 2.789
Cl -6.366 -16.168 2.645
O -6.604 -17.093 3.667
O -6.516 -16.767 1.267
O -4.959 -15.625 2.696
N -8.216 -12.691 1.229
C -7.975 -12.555 -0.119
O -8.701 -11.813 -0.843
C -6.851 -13.307 -0.702
C -6.744 -13.388 -2.073
C -5.559 -13.944 -2.666
C -4.661 -14.564 -1.792
N -4.934 -14.682 -0.471
C -5.903 -13.909 0.076
H -9.039 -12.229 1.572
H -7.915 -13.486 1.736
H -7.534 -13.123 -2.776
H -5.447 -13.887 -3.771
H -3.684 -14.925 -2.039
H -5.919 -13.857 1.150
*
```

- Kohn-Sham gap (alpha / beta) (Ha) = 0.2581 / 0.2865
- E_tot (a.u.) = -3546.75537
- ⟨S²⟩ = 3.759
- ΔE to the lowest compared entry with this formula, charge and spin (eV) = 3.026

=====

[2]
Here is a cluster of 2 separate species, C7H14N3O4 in total in a non-equilibrium geometry from OMol25. Energies are from the ωB97M-V functional and the def2-TZVPD basis.

The geometry in ORCA input format:
```
! RIJCOSX wB97M-V def2-TZVPD def2/J DEFGRID3
* xyz 1 1
C 1.926 -1.778 0.366
C 2.481 -0.525 -0.237
C 0.659 -1.401 1.129
C 0.524 0.092 0.733
C -1.939 0.218 -0.003
C -3.452 -1.415 -1.120
C 3.265 2.418 -0.114
N 2.555 -2.872 0.165
N 1.686 0.534 0.241
N -2.020 1.664 -0.728
O 3.479 -0.387 -0.884
O -2.772 0.462 1.054
O -2.162 -0.999 -0.621
O 1.965 1.886 0.187
H -0.171 -1.871 0.817
H 0.775 -1.556 2.264
H 0.038 0.704 1.477
H -3.367 -1.018 -2.187
H -4.277 -1.180 -0.445
H -3.350 -2.555 -1.098
H 3.195 3.382 0.196
H 3.542 2.348 -1.298
H 3.999 1.922 0.527
H 2.085 -3.745 0.510
H -1.291 1.654 -1.503
H -2.027 2.392 -0.035
H -2.985 1.711 -1.111
H -2.360 -0.084 1.717
*
```

- Kohn-Sham gap (alpha / beta) (Ha) = 0.2640 / 0.2819
- E_tot (a.u.) = -739.85117
- ΔE to the lowest compared entry with this formula, charge and spin (eV) = 7.914

=====

[3]
Here is an isolated molecule of C2H6N2O in a non-equilibrium geometry from OMol25. Energies are from the ωB97M-V functional and the def2-TZVPD basis.

The geometry in ORCA input format:
```
! RIJCOSX wB97M-V def2-TZVPD def2/J DEFGRID3
* xyz 0 1
C 1.779 -0.024 0.473
O 0.630 0.171 -0.330
N -0.618 -0.641 0.151
C -1.693 -0.276 -0.770
N -1.500 0.370 0.518
H 1.646 -0.772 1.264
H 2.044 0.934 0.934
H 2.614 -0.330 -0.166
H -1.418 0.275 -1.658
H -2.533 -0.953 -0.843
H -0.952 1.246 0.428
*
```

- Kohn-Sham gap (Ha) = 0.3877
- E_tot (a.u.) = -264.40319
- SMILES string = CON1CN1
- ΔE to the lowest compared entry with this formula, charge and spin (eV) = 5.010

=====

[4]
Here is a cluster of 2 separate species, C6H14ClN2O6S2 in total in a non-equilibrium geometry from OMol25. Energies are from the ωB97M-V functional and the def2-TZVPD basis.

The geometry in ORCA input format:
```
! RIJCOSX wB97M-V def2-TZVPD def2/J DEFGRID3
* xyz -1 1
O 1.675 0.742 -1.871
C 1.031 1.622 -2.682
C 0.888 3.177 -2.090
S -0.475 3.289 -0.758
O -0.613 1.951 0.025
O 0.068 4.361 0.266
N -1.977 3.933 -1.373
S -3.134 2.683 -1.756
O -3.594 1.822 -0.554
O -2.730 1.753 -2.929
Cl -4.878 3.704 -2.428
H 0.598 1.287 -3.725
H 0.645 3.961 -2.946
H 1.914 3.501 -1.581
C -0.877 -2.046 2.071
C -0.182 -1.826 0.731
C 0.957 -2.835 0.450
O 2.165 -2.576 1.173
C 2.160 -3.047 2.512
N 0.300 -0.440 0.663
H -0.287 -1.683 2.917
H -1.831 -1.507 2.097
H -1.091 -3.107 2.233
H -0.939 -1.965 -0.051
H 1.226 -2.754 -0.609
H 0.627 -3.870 0.608
H 1.598 -3.980 2.621
H 1.759 -2.279 3.176
H 3.196 -3.231 2.812
H 0.675 -0.269 -0.271
H 1.124 -0.373 1.268
*
```

- Kohn-Sham gap (Ha) = 0.2945
- E_tot (a.u.) = -2054.39690

=====

[5]
Here is a structure of composition C29H24BrN3O5STa in a non-equilibrium geometry from OMol25. Energies are from the ωB97M-V functional and the def2-TZVPD basis.

The geometry in ORCA input format:
```
! RIJCOSX wB97M-V def2-TZVPD def2/J DEFGRID3
* xyz 3 1
Ta -0.416 -0.081 0.295
C 0.286 0.161 4.747
C -0.613 -0.749 5.280
C -1.447 -1.454 4.426
C -1.356 -1.246 3.066
N -0.467 -0.372 2.546
C 0.329 0.325 3.379
C -2.252 -1.892 2.087
C -3.087 -2.944 2.394
C -3.929 -3.453 1.413
C -3.922 -2.883 0.151
C -3.050 -1.844 -0.101
N -2.223 -1.360 0.844
H 0.946 0.741 5.377
H -0.677 -0.899 6.350
H -2.176 -2.142 4.829
H 1.014 1.026 2.927
H -3.089 -3.373 3.385
H -4.584 -4.285 1.639
H -4.576 -3.236 -0.634
H -3.006 -1.375 -1.073
C 1.840 -6.469 -0.923
O 2.983 -5.617 -0.700
C 2.827 -4.352 -0.418
C 4.018 -3.620 -0.198
C 3.955 -2.300 0.107
C 2.710 -1.620 0.214
C 2.650 -0.272 0.616
C 3.867 0.543 0.876
O 1.528 0.342 0.832
C 1.548 -2.379 -0.053
O 0.347 -1.714 -0.038
C 1.573 -3.709 -0.342
H 2.246 -7.461 -1.077
H 1.302 -6.148 -1.814
H 1.192 -6.466 -0.047
H 4.962 -4.141 -0.278
H 4.875 -1.760 0.287
H 4.387 0.168 1.761
H 3.593 1.581 1.042
H 4.560 0.483 0.036
H 0.648 -4.230 -0.541
Br 0.425 5.055 -5.070
C -0.401 3.408 -4.729
C -1.201 2.812 -5.702
C -1.835 1.597 -5.455
C -1.686 0.975 -4.234
C -0.869 1.574 -3.267
C -0.212 2.788 -3.513
C -0.689 0.945 -2.002
O 0.231 1.284 -1.141
O -1.431 -0.027 -1.553
H -1.326 3.301 -6.660
H -2.446 1.147 -6.225
H -2.175 0.032 -4.026
H 0.429 3.236 -2.767
S -2.181 4.209 1.211
C -3.301 3.027 1.728
C -2.801 1.790 1.526
N -1.537 1.777 0.955
C -1.105 3.016 0.744
H -4.260 3.295 2.144
H -3.301 0.866 1.767
H -0.143 3.240 0.309
*
```

- Kohn-Sham gap (Ha) = 0.2257
- E_tot (a.u.) = -4688.48714
- ΔE to the lowest compared entry with this formula, charge and spin (eV) = 0.000

=====

[6]
Here is a cluster of 8 separate species, C61H68NO3 in total in a non-equilibrium geometry from OMol25. Energies are from the ωB97M-V functional and the def2-TZVPD basis.

The geometry in ORCA input format:
```
! RIJCOSX wB97M-V def2-TZVPD def2/J DEFGRID3
* xyz 0 2
C 6.054 -4.713 5.729
C 5.795 -4.969 4.167
C 4.512 -5.886 4.104
C 5.415 -3.558 3.559
C 5.846 -3.288 2.051
C 6.712 -1.934 2.067
C 7.997 -2.038 2.949
O 9.066 -2.221 2.408
C 4.515 -2.895 1.239
C 3.482 -4.059 1.082
O 3.748 -5.089 0.482
C 2.011 -3.990 1.624
C 1.625 -3.396 2.897
C 0.211 -3.443 3.298
C -0.835 -4.046 2.480
C -0.422 -4.603 1.177
C 0.975 -4.571 0.771
C 6.739 -4.382 1.352
C 7.107 -5.679 2.176
C 8.648 -5.984 1.841
C 6.341 -6.940 1.587
N 7.040 -5.574 3.648
O 8.094 -5.000 4.152
H 6.691 -3.803 5.899
H 6.460 -5.616 6.247
H 5.049 -4.449 6.173
H 4.003 -5.873 3.104
H 3.769 -5.453 4.831
H 4.724 -6.944 4.417
H 5.780 -2.777 4.287
H 4.290 -3.486 3.611
H 6.089 -1.056 2.398
H 7.018 -1.775 0.992
H 7.950 -1.950 4.076
H 4.833 -2.514 0.224
H 4.055 -2.025 1.773
H 2.364 -2.911 3.570
H -0.070 -3.013 4.294
H -1.905 -4.111 2.783
H -1.208 -5.047 0.530
H 1.247 -5.005 -0.222
H 6.265 -4.726 0.388
H 7.705 -3.897 1.031
H 8.708 -6.349 0.780
H 8.987 -6.773 2.570
H 9.287 -5.072 1.910
H 5.235 -6.864 1.702
H 6.728 -7.861 2.099
H 6.604 -6.970 0.498
C 0.052 1.593 3.041
C -0.754 2.440 2.290
C -1.661 1.911 1.379
C -1.769 0.534 1.227
C -0.966 -0.314 1.981
C -0.053 0.216 2.885
H 0.761 2.006 3.749
H -0.675 3.514 2.413
H -2.285 2.573 0.789
H -2.480 0.121 0.520
H -1.052 -1.387 1.863
H 0.578 -0.445 3.469
C -6.790 3.588 0.985
C -5.867 2.854 1.721
C -4.766 3.488 2.285
C -4.594 4.857 2.122
C -5.519 5.591 1.390
C -6.615 4.956 0.818
H -7.647 3.093 0.542
H -6.004 1.787 1.854
H -4.043 2.915 2.853
H -3.738 5.353 2.566
H -5.386 6.660 1.264
H -7.333 5.528 0.243
C -1.292 1.456 -3.254
C -1.251 0.635 -4.374
C -0.645 -0.614 -4.300
C -0.088 -1.045 -3.101
C -0.132 -0.225 -1.980
C -0.730 1.027 -2.058
H -1.761 2.431 -3.314
H -1.692 0.968 -5.307
H -0.608 -1.252 -5.175
H 0.380 -2.021 -3.041
H 0.301 -0.562 -1.044
H -0.759 1.668 -1.185
C -9.327 7.472 -3.303
C -8.404 6.738 -2.567
C -7.303 7.371 -2.003
C -7.131 8.741 -2.165
C -8.055 9.475 -2.897
C -9.151 8.840 -3.470
H -10.183 6.977 -3.746
H -8.542 5.671 -2.435
H -6.580 6.798 -1.435
H -6.275 9.236 -1.721
H -7.921 10.543 -3.022
H -9.869 9.413 -4.045
C -2.135 1.910 -8.459
C -2.811 3.021 -8.947
C -4.200 3.022 -9.000
C -4.913 1.915 -8.556
C -4.236 0.805 -8.065
C -2.848 0.800 -8.020
H -1.051 1.908 -8.421
H -2.255 3.887 -9.287
H -4.727 3.887 -9.387
H -5.996 1.918 -8.593
H -4.793 -0.058 -7.716
H -2.320 -0.068 -7.642
C 3.459 -9.132 0.550
C 3.437 -10.521 0.598
C 2.655 -11.172 1.544
C 1.886 -10.435 2.437
C 1.906 -9.046 2.387
C 2.695 -8.394 1.448
H 4.071 -8.623 -0.186
H 4.031 -11.096 -0.103
H 2.643 -12.255 1.585
H 1.272 -10.943 3.171
H 1.305 -8.471 3.083
H 2.715 -7.310 1.412
C -2.992 12.798 -2.266
C -3.028 11.410 -2.218
C -3.824 10.766 -1.279
C -4.593 11.512 -0.393
C -4.559 12.900 -0.442
C -3.756 13.543 -1.376
H -2.368 13.299 -2.996
H -2.434 10.828 -2.914
H -3.847 9.683 -1.238
H -5.218 11.010 0.337
H -5.160 13.481 0.248
H -3.726 14.626 -1.411
*
```

- Kohn-Sham gap (alpha / beta) (Ha) = 0.3120 / 0.3326
- E_tot (a.u.) = -2645.51023
- ⟨S²⟩ = 0.754

=====

[7]
Here is an isolated molecule of C8H9OPS in a non-equilibrium geometry from OMol25. Energies are from the ωB97M-V functional and the def2-TZVPD basis.

The geometry in ORCA input format:
```
! RIJCOSX wB97M-V def2-TZVPD def2/J DEFGRID3
* xyz 0 1
C 0.690 0.059 -2.615
C -0.712 0.194 -2.231
C 1.630 -0.275 -1.643
C -1.090 -0.179 -0.977
C 1.095 -0.726 -0.364
C -0.236 -0.573 -0.027
C -0.384 1.514 2.048
C -0.309 0.259 2.496
O 1.986 -1.202 0.526
P -2.789 -1.206 1.605
S -0.699 -1.248 1.591
H 1.027 0.333 -3.666
H -1.402 0.365 -2.973
H 2.735 -0.526 -1.677
H -2.170 -0.089 -0.780
H 2.770 -1.177 -0.055
H -0.336 2.283 2.795
H -0.419 1.644 1.033
H -0.166 -0.048 3.412
H -2.687 -2.543 1.805
*
```

- Kohn-Sham gap (Ha) = 0.2843
- E_tot (a.u.) = -1124.88214
- ΔE to the lowest compared entry with this formula, charge and spin (eV) = 2.247

=====

[8]
Here is a cluster of 2 separate species, C10H19ClNO4S in total in a non-equilibrium geometry from OMol25. Energies are from the ωB97M-V functional and the def2-TZVPD basis.

The geometry in ORCA input format:
```
! RIJCOSX wB97M-V def2-TZVPD def2/J DEFGRID3
* xyz -1 1
O 2.258 1.961 0.093
C 2.841 1.004 -0.311
C 3.973 0.950 -1.335
C 3.337 -0.065 -2.302
C 2.403 -0.945 -1.380
C 0.977 -1.058 -1.934
C -0.077 -1.406 -0.867
C -0.664 -0.195 -0.106
C -2.183 -0.057 -0.157
S -2.912 0.413 -1.707
O -2.443 1.710 -2.094
O -4.335 0.231 -1.617
Cl -2.300 -0.918 -3.173
N 2.507 -0.382 -0.016
H 4.812 0.516 -0.789
H 4.130 1.948 -1.734
H 2.677 0.516 -2.950
H 4.079 -0.619 -2.871
H 2.831 -1.951 -1.409
H 0.697 -0.113 -2.410
H 0.990 -1.848 -2.690
H 0.434 -2.036 -0.131
H -0.853 -2.025 -1.310
H -0.437 -0.318 0.954
H -0.198 0.737 -0.427
H -2.442 0.786 0.515
H -2.690 -0.932 0.251
H 3.310 -0.833 0.406
C -2.775 -0.046 4.278
C -2.397 1.284 3.583
O -1.648 1.113 2.478
H -1.875 -0.587 4.580
H -3.385 0.128 5.179
H -3.354 -0.679 3.599
H -1.914 1.905 4.386
H -3.375 1.814 3.419
*
```

- Kohn-Sham gap (Ha) = 0.1988
- E_tot (a.u.) = -1606.50223

=====

[9]
Here is an isolated molecule of C5H12OS in a non-equilibrium geometry from OMol25. Energies are from the ωB97M-V functional and the def2-TZVPD basis.

The geometry in ORCA input format:
```
! RIJCOSX wB97M-V def2-TZVPD def2/J DEFGRID3
* xyz 0 3
C 1.972 1.221 -0.757
C -1.285 1.465 0.313
C -1.454 -0.989 0.485
C 1.289 -1.657 -0.292
C -0.895 0.145 -0.229
O 1.088 0.370 1.489
S 0.978 0.179 0.090
H 2.117 2.188 -0.220
H 1.671 1.260 -1.842
H -1.025 1.475 1.358
H -0.683 2.112 -0.319
H -2.310 1.755 0.166
H -0.820 -1.158 1.408
H -1.591 -1.874 -0.183
H -2.494 -0.707 0.854
H 0.869 -1.820 -1.260
H 2.444 -1.813 -0.251
H 1.040 -2.374 0.523
H -0.911 0.223 -1.331
*
```

- Kohn-Sham gap (alpha / beta) (Ha) = 0.1600 / 0.2990
- E_tot (a.u.) = -670.83376
- ⟨S²⟩ = 2.009
- ΔE to the lowest compared entry with this formula, charge and spin (eV) = 3.013

=====

[10]
Here is a cluster of 2 separate species, C3H4NO in total in a non-equilibrium geometry from OMol25. Energies are from the ωB97M-V functional and the def2-TZVPD basis.

The geometry in ORCA input format:
```
! RIJCOSX wB97M-V def2-TZVPD def2/J DEFGRID3
* xyz 1 1
C -0.101 0.671 -0.774
C 0.859 -0.825 0.341
C -0.920 0.244 0.354
N -0.211 -0.832 0.935
O 1.056 0.188 -0.590
H -0.263 1.600 -1.451
H 2.423 -2.387 -0.164
H -0.823 1.164 0.964
H -2.021 0.177 0.384
*
```

- Kohn-Sham gap (alpha / beta) (Ha) = 0.3546 / 0.3339
- E_tot (a.u.) = -246.16770
- ΔE to the lowest compared entry with this formula, charge and spin (eV) = 6.106

=====

[11]
Here is a cluster of 2 separate species, C4H9O in total in a non-equilibrium geometry from OMol25. Energies are from the ωB97M-V functional and the def2-TZVPD basis.

The geometry in ORCA input format:
```
! RIJCOSX wB97M-V def2-TZVPD def2/J DEFGRID3
* xyz -1 1
C 2.207 -1.695 -1.371
O 0.844 -1.457 -1.193
H 2.542 -1.505 -2.398
H 2.898 -1.202 -0.649
H 2.452 -2.754 -1.161
C -0.632 0.177 1.292
C -1.739 0.887 0.583
C -1.612 2.124 0.074
H -1.005 -0.495 2.069
H -0.171 -0.435 0.494
H 0.117 0.767 1.828
H -2.589 0.253 0.360
H -2.584 2.608 -0.045
H -0.729 2.727 0.118
*
```

- Kohn-Sham gap (Ha) = 0.2239
- E_tot (a.u.) = -232.96540
- ΔE to the lowest compared entry with this formula, charge and spin (eV) = 1.457

=====

[12]
Here is a cluster of 2 separate species, CH8N5 in total in a non-equilibrium geometry from OMol25. Energies are from the ωB97M-V functional and the def2-TZVPD basis.

The geometry in ORCA input format:
```
! RIJCOSX wB97M-V def2-TZVPD def2/J DEFGRID3
* xyz 1 1
C 0.686 0.247 -0.543
N -0.540 -0.063 -0.330
N 1.453 1.192 -0.095
N 1.642 -1.096 -1.715
N -2.035 -0.258 1.550
N -1.403 0.631 0.742
H -1.070 -0.967 -0.729
H 0.967 1.807 0.685
H 2.457 1.239 -0.345
H 1.533 -1.843 -1.077
H 2.582 -0.943 -2.020
H -2.678 -0.938 1.236
H -1.624 -0.250 2.523
H -1.969 1.240 0.118
*
```

- Kohn-Sham gap (alpha / beta) (Ha) = 0.3608 / 0.3608
- E_tot (a.u.) = -316.26500
- ΔE to the lowest compared entry with this formula, charge and spin (eV) = 5.476